{
  "formula": "H11O5S",
  "method": "ωB97M-V with the def2-TZVPD basis set",
  "elements": ["S", "H", "H", "H", "O", "H", "H", "O", "H", "H", "O", "H", "H", "O", "H", "H", "O"],
  "positions_angstrom": [[-1.61966, -2.04329, -0.41484], [-0.47607, -1.34650, -0.33196], [-0.33436, -0.48115, 1.53872], [0.30079, 0.64875, 2.24300], [-0.18541, 0.47727, 1.42637], [0.44672, 2.30668, -0.02202], [-0.48751, 2.21427, -1.27585], [0.41959, 2.40750, -0.98307], [-2.76237, 0.60469, -0.46035], [-1.43289, 0.84849, 0.11677], [-2.06004, 1.26769, -0.49829], [1.60167, 0.36211, -0.98352], [0.93752, -0.80643, -1.76122], [1.75332, -0.52790, -1.32386], [0.87242, -2.56419, 1.20844], [1.60707, -1.59950, 0.29009], [1.41921, -1.76849, 1.23160]],
  "energy_ha": -781.047704,
  "orbital_gap_ev": 6.834,
  "e_lumo_ev": 3.426,
  "total_charge": -1,
  "de_lowest_kcal_mol": 25.0
}